No. 1
This record from OMol25 describes a cluster of 2 separate species, C5H13N4O in total at a distorted geometry. The level of theory is ωB97M-V/def2-TZVPD.

CARTESIAN COORDINATES (ANGSTROEM)
C (1.198, -0.273, 0.043)
C (-1.062, -0.349, 0.534)
C (-0.850, -1.672, -0.286)
C (-0.026, 1.590, 1.362)
C (0.799, -3.357, -1.199)
N (0.225, 0.310, 0.712)
N (0.370, -2.093, -0.437)
N (-1.978, -1.817, -1.029)
N (1.249, 4.172, 0.472)
O (1.969, -0.278, -0.798)
H (-1.454, -0.584, 1.627)
H (-1.906, 0.170, 0.140)
H (0.827, 2.317, 1.362)
H (-0.733, 2.016, 0.591)
H (-0.706, 1.325, 2.242)
H (1.810, -3.570, -0.996)
H (0.141, -4.027, -0.681)
H (0.645, -3.284, -2.303)
H (-2.801, -1.253, -0.639)
H (-2.163, -2.673, -1.564)
H (1.432, 4.878, 1.162)
H (0.893, 4.701, -0.390)
H (2.123, 3.751, 0.078)

Forces on atoms 1 to 3 (eV/Å):
C -2.3 0.0 -1.2
C 0.5 -3.8 3.3
C 0.7 2.0 -1.1

Calculated values
HOMO level	-13.45	eV
gap between HOMO and LUMO	10.368	eV
calculated total energy	-492.23514	Ha
lowest unoccupied orbital energy	-3.078	eV
net charge	+1
relative energy (zero: lowest compared OMol25 entry of this formula, charge and spin)	72.0	kcal per mole

No. 2
This record from OMol25 describes a structure of composition C5H13N4O2S at a distorted geometry. The level of theory is ωB97M-V/def2-TZVPD.

CARTESIAN COORDINATES (ANGSTROEM)
C (3.425, -0.200, -0.294)
C (2.383, -0.996, 0.079)
C (-2.269, -0.806, -0.048)
C (1.147, 2.185, 0.927)
C (1.178, -1.082, -0.609)
N (-3.127, -1.715, 0.248)
N (-2.524, 0.077, -1.099)
N (0.029, -0.131, 0.538)
N (-1.153, -0.778, 0.697)
O (-1.417, 1.961, 0.574)
O (-0.018, 1.539, -1.425)
S (-0.185, 1.446, 0.005)
H (4.274, 0.016, 0.360)
H (3.250, 0.588, -1.148)
H (2.547, -1.786, 0.771)
H (0.757, 2.420, 1.812)
H (1.882, 1.373, 0.785)
H (1.662, 2.987, 0.475)
H (0.687, -2.049, -0.631)
H (1.215, -0.528, -1.585)
H (-4.197, -1.686, -0.077)
H (-2.812, -2.388, 0.939)
H (-3.476, 0.117, -1.386)
H (-1.955, 0.871, -1.329)
H (-1.305, -1.435, 1.421)

Forces on atoms 1 to 3 (eV/Å):
C -2.1 1.8 -0.5
C 4.2 0.1 -0.1
C 1.2 4.5 -3.6

Calculated values
HOMO level	-13.13	eV
gap between HOMO and LUMO	9.657	eV
calculated total energy	-965.62989	Ha
lowest unoccupied orbital energy	-3.477	eV
net charge	+1
relative energy (zero: lowest compared OMol25 entry of this formula, charge and spin)	13.6	kcal per mole

No. 3
This record from OMol25 describes the ion C5H13N4OS with charge +1 at a distorted geometry. The level of theory is ωB97M-V/def2-TZVPD.

CARTESIAN COORDINATES (ANGSTROEM)
C (2.142, -1.410, 0.216)
N (1.784, -0.029, -0.128)
C (0.428, 0.270, 0.478)
O (0.523, 1.143, 1.263)
N (-0.557, -0.589, 0.082)
S (-2.576, 0.013, -0.123)
C (-2.906, 0.198, 1.558)
N (-3.085, -1.328, -0.471)
N (-2.660, 1.192, -1.039)
C (2.748, 1.017, -0.116)
C (2.208, 0.624, -1.411)
H (3.190, -1.536, -0.023)
H (1.956, -1.709, 1.216)
H (1.622, -2.019, -0.455)
H (-0.349, -1.144, -0.758)
H (-4.014, 0.151, 1.703)
H (-2.483, -0.667, 2.018)
H (-2.689, 1.187, 1.882)
H (-2.878, -1.607, -1.392)
H (-2.798, 2.170, -1.040)
H (3.773, 0.821, 0.148)
H (2.281, 1.969, 0.334)
H (1.513, 1.252, -1.842)
H (2.825, 0.034, -2.100)

Forces on atoms 1 to 3 (eV/Å):
C 1.8 0.3 -1.3
N -0.3 -1.5 -0.4
C -0.6 -1.4 -1.4

Calculated values
structure (SMILES)	C[N+]1(C(=O)NS(C)(=N)=N)CC1
HOMO level	-13.55	eV
gap between HOMO and LUMO	10.187	eV
calculated total energy	-890.34495	Ha
lowest unoccupied orbital energy	-3.361	eV
net charge	+1
relative energy (zero: lowest compared OMol25 entry of this formula, charge and spin)	65.9	kcal per mole

No. 4
This record from OMol25 describes the ion C5H13N5S with charge +2 at a distorted geometry. The level of theory is ωB97M-V/def2-TZVPD.

CARTESIAN COORDINATES (ANGSTROEM)
C (0.293, -1.421, -0.796)
C (0.840, 0.385, 0.422)
C (-1.214, -1.142, -0.730)
C (-1.574, 0.006, 0.195)
C (3.538, 0.561, 0.652)
N (1.168, -0.718, -0.173)
N (-0.422, 0.811, 0.575)
N (-0.859, 1.813, 1.379)
N (0.567, -2.583, -1.545)
N (-2.465, 1.025, -0.348)
S (2.010, 1.313, 1.220)
H (-1.582, -0.911, -1.705)
H (-1.819, -2.045, -0.525)
H (-1.932, -0.359, 1.105)
H (3.233, -0.230, -0.087)
H (3.851, 0.088, 1.586)
H (4.199, 1.265, 0.211)
H (-0.181, 2.567, 1.416)
H (-1.139, 1.679, 2.355)
H (-0.089, -3.080, -2.142)
H (1.488, -2.695, -1.910)
H (-3.395, 0.662, -0.249)
H (-2.167, 1.227, -1.274)
H (-2.348, 1.781, 0.369)

Forces on atoms 1 to 3 (eV/Å):
C -2.1 -3.8 -2.2
C 0.0 1.4 2.1
C -0.2 -0.2 0.1

Calculated values
HOMO level	-17.04	eV
gap between HOMO and LUMO	8.894	eV
calculated total energy	-869.63460	Ha
lowest unoccupied orbital energy	-8.150	eV
net charge	+2
relative energy (zero: lowest compared OMol25 entry of this formula, charge and spin)	0.0	kcal per mole

No. 5
This record from OMol25 describes a cluster of 2 separate species, C5H13N5S in total at a distorted geometry. The level of theory is ωB97M-V/def2-TZVPD.

CARTESIAN COORDINATES (ANGSTROEM)
C (4.205, -0.871, -0.671)
C (3.002, 2.091, 0.578)
C (-1.953, -1.036, -0.997)
C (-3.103, 0.289, 1.014)
C (2.694, 1.062, 1.547)
N (1.880, -1.635, -0.370)
N (1.511, -0.748, 0.437)
N (3.291, -1.785, -0.600)
N (2.083, -0.031, 1.322)
N (-1.904, -0.566, 0.374)
S (5.427, 0.021, -0.805)
H (2.270, 2.892, 0.400)
H (3.947, 2.593, 0.926)
H (3.012, 1.659, -0.402)
H (-1.605, -0.302, -1.703)
H (-1.066, -1.833, -0.966)
H (-2.961, -1.287, -1.259)
H (-3.165, 1.205, 0.577)
H (-3.955, -0.380, 0.880)
H (-2.862, 0.343, 2.153)
H (3.004, 1.218, 2.561)
H (-1.694, -1.340, 1.055)
H (3.522, -2.803, -0.712)
H (-1.064, 0.016, 0.399)

Forces on atoms 1 to 3 (eV/Å):
C 0.1 -1.3 0.0
C 0.7 1.5 -0.5
C 2.4 -2.0 -0.4

Calculated values
HOMO level	-17.21	eV
gap between HOMO and LUMO	8.386	eV
calculated total energy	-869.47565	Ha
lowest unoccupied orbital energy	-8.823	eV
net charge	+2
relative energy (zero: lowest compared OMol25 entry of this formula, charge and spin)	99.7	kcal per mole

No. 6
This record from OMol25 describes a cluster of 2 separate species, C5H13N5S in total at a distorted geometry. The level of theory is ωB97M-V/def2-TZVPD.

CARTESIAN COORDINATES (ANGSTROEM)
C (-5.355, -2.784, 0.943)
C (-0.137, 1.277, 1.478)
C (2.457, -0.892, -0.499)
C (2.332, 1.311, -1.759)
C (-0.491, 1.108, -0.075)
N (-3.283, -2.054, 1.758)
N (-2.316, -1.601, 1.970)
N (-4.436, -2.449, 1.717)
N (0.421, 0.098, -0.637)
N (1.850, 0.471, -0.636)
S (-6.366, -3.180, -0.112)
H (0.281, 0.378, 1.866)
H (0.779, 1.969, 1.483)
H (-0.966, 1.625, 2.042)
H (2.603, -0.958, 0.563)
H (1.800, -1.662, -0.906)
H (3.451, -0.763, -0.914)
H (2.556, 0.752, -2.683)
H (1.506, 2.036, -1.927)
H (3.258, 1.795, -1.337)
H (-0.746, 2.022, -0.593)
H (-1.448, 0.622, -0.296)
H (0.214, -0.096, -1.612)
H (2.035, 0.975, 0.168)

Forces on atoms 1 to 3 (eV/Å):
C 0.3 -0.2 -1.9
C 1.8 1.1 -3.1
C 1.5 1.2 0.3

Calculated values
HOMO level	-17.03	eV
gap between HOMO and LUMO	8.473	eV
calculated total energy	-869.47901	Ha
lowest unoccupied orbital energy	-8.561	eV
net charge	+2
relative energy (zero: lowest compared OMol25 entry of this formula, charge and spin)	97.6	kcal per mole

No. 7
This record from OMol25 describes the ion C5H13N6 with charge +1 at a distorted geometry. The level of theory is ωB97M-V/def2-TZVPD.

CARTESIAN COORDINATES (ANGSTROEM)
C (-1.692, -0.203, 0.839)
C (-1.062, 0.940, 0.804)
C (-1.794, 2.219, 0.472)
N (0.368, 0.967, 1.152)
C (1.403, 0.113, 1.144)
N (2.543, 0.352, 1.754)
N (1.325, -1.016, 0.404)
C (0.661, -1.173, -0.883)
N (0.669, -2.480, -1.364)
N (0.152, -0.197, -1.445)
N (-0.487, -0.328, -2.682)
H (-1.395, -1.246, 0.760)
H (-2.784, -0.155, 0.763)
H (-1.037, 2.888, -0.065)
H (-2.371, 2.550, 1.342)
H (-2.616, 1.817, -0.203)
H (0.599, 1.848, 1.572)
H (3.376, -0.192, 1.638)
H (2.519, 1.080, 2.357)
H (2.137, -1.659, 0.573)
H (1.598, -2.952, -1.307)
H (0.080, -2.480, -2.139)
H (-1.121, 0.473, -2.825)
H (-1.071, -1.167, -2.660)

Forces on atoms 1 to 3 (eV/Å):
C -2.2 -1.4 -0.5
C 1.3 -1.1 0.8
C 0.3 -1.0 -1.0

Calculated values
structure (SMILES)	C=C(C)NC(=[NH2+])N/C(N)=N/N
HOMO level	-12.04	eV
gap between HOMO and LUMO	9.098	eV
calculated total energy	-526.55640	Ha
lowest unoccupied orbital energy	-2.942	eV
net charge	+1
relative energy (zero: lowest compared OMol25 entry of this formula, charge and spin)	56.0	kcal per mole

No. 8
This record from OMol25 describes a cluster of 2 separate species, C5H13NO in total at a distorted geometry. The level of theory is ωB97M-V/def2-TZVPD.

CARTESIAN COORDINATES (ANGSTROEM)
C (0.821, -0.160, -1.374)
N (0.944, -1.020, -0.201)
C (-0.140, -1.965, -0.115)
C (1.089, -0.163, 1.005)
C (0.799, 1.358, 0.580)
C (0.503, 1.278, -0.881)
H (1.700, -0.279, -1.983)
H (-0.021, -0.538, -1.894)
H (-1.145, -1.406, -0.144)
H (-0.200, -2.623, -0.958)
H (-0.090, -2.496, 0.799)
H (0.528, -0.556, 1.910)
H (2.132, -0.214, 1.395)
H (-0.001, 1.836, 1.117)
H (1.680, 1.916, 0.740)
H (1.127, 2.016, -1.419)
H (-0.566, 1.446, -1.150)
H (-3.636, 0.108, 0.526)
H (-2.744, 1.138, 1.229)
O (-2.780, 0.324, 0.818)

Forces on atoms 1 to 3 (eV/Å):
C 0.2 0.3 1.3
N 0.6 0.4 1.0
C -2.2 2.0 -0.3

Calculated values
HOMO level (alpha / beta)	1.10 / -4.95	eV
gap between HOMO and LUMO (alpha / beta)	2.865 / 8.680	eV
calculated total energy	-328.21591	Ha
lowest unoccupied orbital energy (alpha / beta)	3.962 / 3.734	eV
net charge	-1
relative energy (zero: lowest compared OMol25 entry of this formula, charge and spin)	35.8	kcal per mole
spin multiplicity	2

No. 9
This record from OMol25 describes a cluster of 2 separate species, C5H13NO in total. The level of theory is ωB97M-V/def2-TZVPD.

CARTESIAN COORDINATES (ANGSTROEM)
C (2.122, -0.546, -2.233)
C (1.139, 0.422, -1.540)
C (0.072, -0.313, -0.739)
C (0.431, -0.491, 0.738)
C (-0.725, 1.531, 1.404)
N (0.218, 0.591, 1.647)
H (2.473, -1.287, -1.514)
H (1.635, -1.053, -3.075)
H (2.988, -0.018, -2.644)
H (1.719, 1.090, -0.890)
H (0.676, 1.039, -2.309)
H (-0.877, 0.212, -0.822)
H (-0.158, -1.298, -1.174)
H (1.506, -0.736, 0.806)
H (0.008, -1.462, 1.104)
H (-0.796, 2.333, 2.123)
H (-1.283, 1.644, 0.466)
H (-2.008, -0.382, 1.286)
H (-3.060, -1.459, 1.661)
O (-2.826, -0.822, 0.976)

Forces on atoms 1 to 3 (eV/Å):
C -0.3 0.4 0.0
C 0.5 -0.3 -0.3
C -0.4 -0.2 0.0

Calculated values
HOMO level (alpha / beta)	0.51 / -3.52	eV
gap between HOMO and LUMO (alpha / beta)	3.429 / 7.427	eV
calculated total energy	-328.22582	Ha
lowest unoccupied orbital energy (alpha / beta)	3.934 / 3.907	eV
net charge	-1
relative energy (zero: lowest compared OMol25 entry of this formula, charge and spin)	29.5	kcal per mole
spin multiplicity	2

No. 10
This record from OMol25 describes the molecule C5H13NO at a distorted geometry. The level of theory is ωB97M-V/def2-TZVPD.

CARTESIAN COORDINATES (ANGSTROEM)
C (0.861, -1.905, -2.110)
C (0.210, -0.408, -1.902)
N (-0.655, -0.149, -0.567)
C (0.088, -0.308, 0.744)
C (0.068, 1.059, 1.541)
C (-1.358, 1.370, 2.110)
O (0.580, 2.131, 0.641)
H (0.371, -2.865, -2.452)
H (1.228, -2.018, -1.084)
H (1.717, -1.939, -2.824)
H (1.122, 0.290, -1.895)
H (-0.381, -0.128, -2.789)
H (-1.432, -0.839, -0.297)
H (-0.282, -1.157, 1.323)
H (1.188, -0.721, 0.702)
H (0.735, 1.234, 2.371)
H (-2.104, 0.561, 2.106)
H (-1.199, 2.033, 3.068)
H (-1.814, 2.042, 1.388)
H (1.056, 1.718, -0.075)

Forces on atoms 1 to 3 (eV/Å):
C 0.2 0.7 0.4
C -0.2 -1.2 0.5
N 0.9 -2.0 0.3

Calculated values
structure (SMILES)	CCNC[C@H](C)O
HOMO level	-9.24	eV
gap between HOMO and LUMO	10.147	eV
calculated total energy	-328.19506	Ha
lowest unoccupied orbital energy	0.910	eV
relative energy (zero: lowest compared OMol25 entry of this formula, charge and spin)	77.7	kcal per mole

No. 11
This record from OMol25 describes the molecule C5H13NO at a distorted geometry. The level of theory is ωB97M-V/def2-TZVPD.

CARTESIAN COORDINATES (ANGSTROEM)
C (0.963, 2.619, 0.603)
C (1.308, 1.136, 0.526)
N (0.464, 0.315, -0.299)
C (-0.158, -0.928, 0.175)
C (0.090, -1.956, -0.934)
C (-1.591, -0.491, 0.185)
O (-2.616, -1.454, 0.065)
H (-0.123, 2.862, 0.762)
H (1.590, 2.894, 1.457)
H (1.360, 3.140, -0.238)
H (2.337, 0.929, 0.232)
H (1.306, 0.719, 1.526)
H (0.442, 0.370, -1.320)
H (0.234, -1.435, 1.137)
H (0.923, -1.627, -1.370)
H (0.246, -3.031, -0.682)
H (-0.735, -1.930, -1.684)
H (-1.784, 0.135, -0.680)
H (-1.891, 0.019, 0.994)
H (-2.364, -2.285, -0.455)

Forces on atoms 1 to 3 (eV/Å):
C 0.2 -0.6 0.9
C -0.1 -0.8 -0.6
N 0.1 -0.4 0.6

Calculated values
structure (SMILES)	CCN[C@H](C)CO
HOMO level	-8.17	eV
gap between HOMO and LUMO	9.121	eV
calculated total energy	-328.22062	Ha
lowest unoccupied orbital energy	0.953	eV
relative energy (zero: lowest compared OMol25 entry of this formula, charge and spin)	61.6	kcal per mole

No. 12
This record from OMol25 describes a cluster of 2 separate species, C5H13NO in total at a distorted geometry. The level of theory is ωB97M-V/def2-TZVPD.

CARTESIAN COORDINATES (ANGSTROEM)
C (-0.079, -1.865, -0.646)
C (0.171, -0.456, -1.238)
C (-0.420, 0.673, -0.383)
C (-1.109, 1.772, -1.133)
C (-0.211, 0.678, 0.931)
N (-0.478, 1.792, 1.751)
H (-1.153, -1.994, -0.611)
H (0.250, -2.560, -1.427)
H (0.481, -2.044, 0.257)
H (1.224, -0.244, -1.271)
H (-0.238, -0.445, -2.247)
H (-1.278, 2.653, -0.517)
H (-2.121, 1.405, -1.343)
H (-0.674, 2.088, -2.076)
H (0.301, -0.112, 1.459)
H (-1.282, 2.346, 1.507)
H (-0.440, 1.632, 2.743)
O (2.380, -2.154, 1.486)
H (2.608, -1.695, 0.667)
H (2.068, -1.471, 2.089)

Forces on atoms 1 to 3 (eV/Å):
C 0.3 0.6 -1.9
C -0.9 -0.1 1.3
C 0.8 -0.7 -0.7

Calculated values
structure (SMILES)	CC/C(C)=C/N.O
HOMO level	-7.76	eV
gap between HOMO and LUMO	8.539	eV
calculated total energy	-328.27006	Ha
lowest unoccupied orbital energy	0.776	eV
relative energy (zero: lowest compared OMol25 entry of this formula, charge and spin)	30.6	kcal per mole